Entry from the OMol25 dataset: a molecular structure, C39H87N6O20P5 (wB97M-V/def2-TZVPD).

Structure (ORCA input):
```
! RIJCOSX wB97M-V def2-TZVPD def2/J DEFGRID3
* xyz 0 1
C -0.83 -0.67 -0.90
C 0.55 -0.74 -0.16
C 0.84 0.27 0.91
C 1.18 1.55 0.44
N 1.48 2.60 0.09
H -1.67 -1.02 -0.31
H -0.79 -1.36 -1.76
H -1.15 0.36 -1.16
H 1.32 -0.61 -0.94
H 0.68 -1.73 0.26
H 1.68 -0.14 1.49
H 0.02 0.41 1.65
C 3.41 7.09 -1.54
C 2.96 5.78 -0.99
C 2.94 4.72 -2.09
C 4.30 4.40 -2.49
N 5.37 4.14 -2.80
H 2.61 7.41 -2.24
H 4.34 6.94 -2.11
H 3.42 7.77 -0.68
H 1.93 5.88 -0.62
H 3.57 5.50 -0.14
H 2.40 5.15 -2.93
H 2.44 3.80 -1.77
C -7.32 1.43 -0.49
C -6.44 0.53 0.37
C -5.64 -0.43 -0.48
C -4.76 -1.34 0.21
N -3.99 -1.99 0.78
H -7.84 2.18 0.08
H -8.11 0.76 -0.91
H -6.92 2.03 -1.36
H -7.04 0.00 1.11
H -5.67 1.11 0.97
H -5.07 0.13 -1.20
H -6.36 -1.02 -1.06
C 1.14 5.12 3.71
C 1.73 4.12 2.70
C 3.14 3.48 2.92
C 4.12 4.52 3.06
N 4.79 5.41 3.29
H 0.91 4.58 4.63
H 0.26 5.68 3.40
H 1.90 5.85 3.93
H 1.77 4.62 1.77
H 1.06 3.26 2.48
H 3.25 2.76 2.08
H 3.11 2.88 3.84
C -2.54 -2.22 -5.47
C -2.46 -1.73 -4.08
C -3.65 -1.18 -3.40
C -4.74 -2.12 -3.41
N -5.67 -2.75 -3.50
H -3.03 -1.48 -6.10
H -3.23 -3.02 -5.73
H -1.56 -2.38 -5.80
H -1.64 -0.99 -4.01
H -2.06 -2.58 -3.47
H -4.02 -0.21 -3.82
H -3.41 -0.87 -2.38
C 2.75 -3.21 -2.08
C 1.39 -3.50 -2.71
C 1.19 -2.96 -4.11
C 1.14 -1.49 -4.09
N 1.09 -0.36 -4.09
H 3.00 -2.10 -2.23
H 3.51 -3.87 -2.48
H 2.85 -3.37 -0.98
H 0.60 -3.18 -2.04
H 1.38 -4.58 -2.80
H 0.29 -3.40 -4.47
H 2.01 -3.35 -4.72
C -0.57 -6.65 -0.54
O -0.72 -6.55 -1.98
P -2.16 -6.27 -2.65
O -3.09 -7.40 -2.55
O -2.68 -4.96 -1.92
C -4.08 -4.95 -1.62
O -1.71 -5.70 -4.06
C -2.07 -6.45 -5.26
H -0.91 -5.72 -0.11
H 0.55 -6.74 -0.40
H -1.00 -7.56 -0.13
H -4.29 -4.04 -1.01
H -4.38 -5.70 -0.90
H -4.76 -4.97 -2.49
H -1.81 -7.46 -5.19
H -1.59 -5.96 -6.16
H -3.16 -6.54 -5.50
C -0.65 -3.03 2.45
O 0.70 -3.54 2.38
P 1.85 -3.12 3.31
O 2.14 -1.71 3.32
O 1.41 -3.83 4.69
C 2.43 -3.83 5.70
O 3.03 -3.99 2.88
C 3.90 -3.46 1.85
H -1.01 -3.12 1.44
H -0.75 -2.08 2.93
H -1.24 -3.70 3.03
H 2.54 -2.81 6.11
H 3.36 -4.27 5.34
H 2.05 -4.58 6.40
H 3.31 -3.67 0.92
H 4.79 -4.04 1.83
H 4.09 -2.38 1.95
C -1.93 4.34 0.00
O -2.56 3.09 -0.55
P -2.90 3.05 -2.13
O -3.48 1.67 -2.39
O -3.82 4.32 -2.29
C -4.26 4.49 -3.64
O -1.61 3.57 -2.92
C -0.55 2.62 -2.75
H -2.06 5.23 -0.69
H -0.94 4.13 0.04
H -2.38 4.52 0.95
H -4.90 5.34 -3.69
H -4.85 3.63 -3.86
H -3.40 4.64 -4.36
H -0.18 2.51 -1.73
H 0.24 2.85 -3.43
H -1.02 1.63 -3.06
C 5.05 -0.09 4.05
O 5.92 0.01 2.85
P 5.43 0.63 1.47
O 3.99 0.62 1.18
O 6.16 2.03 1.53
C 5.74 3.02 0.54
O 6.23 -0.22 0.33
C 7.68 -0.24 0.41
H 5.22 0.71 4.75
H 5.00 -1.14 4.47
H 4.08 0.06 3.70
H 4.77 2.75 0.10
H 6.43 3.04 -0.30
H 5.67 4.04 0.95
H 8.03 -1.20 -0.02
H 8.02 -0.31 1.42
H 8.06 0.62 -0.14
C -2.30 1.67 2.00
O -1.98 0.48 2.70
P -1.72 0.61 4.23
O -1.51 -0.72 4.75
O -0.53 1.60 4.38
C 0.70 1.13 5.17
O -2.93 1.39 4.87
C -4.25 0.91 4.65
H -3.26 2.08 2.36
H -2.45 1.37 0.96
H -1.53 2.42 2.19
H 0.40 0.89 6.17
H 1.36 2.00 5.05
H 1.04 0.18 4.70
H -4.50 1.03 3.61
H -4.84 1.58 5.27
H -4.33 -0.13 4.96
*
```

Entry from the OMol25 dataset: a molecular structure, C39H87N9O15 (wB97M-V/def2-TZVPD).

Structure (ORCA input):
```
! RIJCOSX wB97M-V def2-TZVPD def2/J DEFGRID3
* xyz 0 1
C -0.65 20.77 6.87
O -1.85 20.58 6.60
N 0.13 19.84 7.50
C 1.49 20.17 7.98
C -0.33 18.45 7.97
H -0.17 21.75 6.77
H 1.61 20.28 9.06
H 1.75 21.16 7.61
H 2.25 19.44 7.72
H -0.56 18.42 9.03
H -1.01 18.09 7.21
H 0.46 17.72 7.79
C -5.65 20.01 7.13
O -6.43 20.16 6.18
N -5.65 20.75 8.23
C -6.49 21.94 8.41
C -4.85 20.46 9.37
H -4.87 19.23 7.17
H -5.98 22.80 8.85
H -7.32 21.73 9.07
H -6.92 22.23 7.45
H -4.27 19.54 9.30
H -4.26 21.34 9.63
H -5.58 20.39 10.17
C -5.54 14.09 6.76
O -6.29 13.29 7.41
N -5.77 15.43 6.68
C -4.82 16.26 5.89
C -6.86 16.02 7.40
H -4.67 13.79 6.15
H -5.43 16.98 5.35
H -4.29 15.75 5.09
H -4.06 16.78 6.48
H -7.24 16.75 6.69
H -7.72 15.40 7.61
H -6.55 16.51 8.33
C -9.33 18.70 4.80
O -9.03 17.88 3.93
N -8.69 18.77 5.96
C -7.55 17.98 6.33
C -9.13 19.76 6.92
H -10.17 19.41 4.68
H -7.18 17.46 5.45
H -7.67 17.24 7.12
H -6.63 18.52 6.55
H -9.84 20.47 6.51
H -9.50 19.21 7.79
H -8.27 20.39 7.14
C -3.64 17.93 10.70
O -4.35 17.11 11.30
N -3.52 18.01 9.35
C -2.57 18.96 8.78
C -4.14 17.02 8.48
H -3.13 18.73 11.25
H -1.96 18.43 8.05
H -2.01 19.59 9.47
H -3.22 19.62 8.19
H -4.82 16.45 9.12
H -4.68 17.35 7.59
H -3.36 16.32 8.18
C -5.50 21.72 4.45
O -4.69 22.52 3.95
N -6.78 21.53 4.05
C -7.77 20.65 4.75
C -7.42 22.42 3.12
H -5.23 21.09 5.31
H -8.57 21.37 4.93
H -7.38 20.20 5.66
H -8.12 19.86 4.09
H -7.87 21.76 2.38
H -8.25 22.95 3.58
H -6.71 23.11 2.67
C -3.45 23.91 6.04
O -3.88 25.05 6.20
N -3.33 22.98 6.98
C -3.59 23.20 8.42
C -3.11 21.60 6.65
H -3.15 23.52 5.06
H -4.49 22.69 8.78
H -3.66 24.26 8.65
H -2.79 22.76 9.01
H -3.61 20.87 7.28
H -3.19 21.31 5.60
H -2.08 21.47 6.97
C -5.43 16.43 2.61
O -4.58 15.82 1.99
N -6.53 15.79 3.09
C -7.43 16.50 4.01
C -6.86 14.35 2.99
H -5.32 17.50 2.86
H -7.17 17.55 4.02
H -7.50 16.11 5.03
H -8.44 16.47 3.60
H -6.38 13.93 3.86
H -7.91 14.06 2.94
H -6.39 13.99 2.07
C -5.47 18.40 1.16
O -4.92 18.22 2.22
N -6.11 19.54 0.84
C -6.70 19.60 -0.43
C -6.07 20.79 1.62
H -5.37 17.65 0.36
H -6.76 18.71 -1.06
H -6.18 20.31 -1.07
H -7.75 19.90 -0.37
H -7.03 21.28 1.80
H -5.89 20.57 2.67
H -5.37 21.49 1.15
O 0.86 16.96 5.33
C -0.01 17.81 5.04
O -1.35 17.68 5.02
C -1.82 16.33 5.18
C -2.44 16.22 6.56
C 0.42 19.16 4.48
H -1.08 15.59 4.89
H -2.66 16.31 4.49
H -3.40 16.74 6.53
H -1.90 16.62 7.42
H -2.56 15.16 6.79
H -0.52 19.70 4.34
H 0.99 18.89 3.59
H 1.06 19.70 5.18
O -4.67 17.31 4.46
C -4.91 18.52 4.30
O -4.07 19.57 4.61
C -2.80 19.36 5.27
C -3.08 19.03 6.76
C -6.21 18.92 3.70
H -2.19 20.25 5.14
H -2.28 18.50 4.84
H -2.18 18.53 7.12
H -3.85 18.28 6.96
H -3.35 19.89 7.38
H -6.02 19.88 3.21
H -6.92 19.10 4.51
H -6.68 18.30 2.95
O -8.66 20.49 0.48
C -8.81 19.60 1.31
O -9.58 18.46 1.29
C -10.33 18.17 0.11
C -10.79 16.67 0.31
C -7.91 19.66 2.49
H -9.70 18.39 -0.75
H -11.22 18.79 0.07
H -9.98 15.95 0.21
H -11.59 16.25 -0.30
H -11.20 16.68 1.32
H -6.86 19.46 2.29
H -8.17 18.98 3.31
H -7.89 20.69 2.84
*
```

Output
* energy above the lowest of the compared OMol25 structures with the same formula, charge and spin: 1775.4 kcal/mol

Entry from the OMol25 dataset: 10 unconnected molecules or ions with the total composition C39H90F3N2O9 (wB97M-V/def2-TZVPD).

Structure (ORCA input):
```
! RIJCOSX wB97M-V def2-TZVPD def2/J DEFGRID3
* xyz 1 1
C 3.40 0.88 3.54
C 2.73 1.99 2.72
C 3.37 3.35 3.05
C 1.21 2.02 2.97
C 0.39 2.25 1.68
C -0.69 1.26 1.44
C -0.58 -0.08 1.17
N -1.86 -0.53 0.99
C -2.73 0.45 1.15
N -2.04 1.56 1.43
C -2.70 2.83 1.67
C -3.43 2.80 3.04
C -4.87 2.42 2.91
F -5.39 2.13 1.67
C -5.73 2.31 3.98
F -6.19 1.19 4.48
F -6.16 3.37 4.62
H 3.13 0.99 4.59
H 3.16 -0.11 3.15
H 4.48 1.01 3.48
H 2.96 1.76 1.68
H 3.59 3.90 2.14
H 2.73 3.93 3.71
H 4.31 3.21 3.57
H 0.92 1.12 3.51
H 1.02 2.86 3.64
H 1.06 2.21 0.82
H -0.02 3.25 1.71
H 0.31 -0.68 1.09
H -2.13 -1.48 0.77
H -3.80 0.36 1.07
H -2.00 3.66 1.71
H -3.42 3.05 0.88
H -2.94 2.03 3.64
H -3.29 3.74 3.58
C 1.31 7.14 2.78
C 0.80 5.84 2.19
C 0.08 6.06 0.87
O -0.10 5.20 3.12
H 0.49 7.82 2.98
H 1.82 6.96 3.73
H 2.01 7.63 2.11
H 1.63 5.15 2.04
H -0.78 6.72 1.00
H -0.28 5.12 0.47
H 0.75 6.51 0.13
H -0.84 5.81 3.26
C -2.41 4.04 -2.65
C -1.09 3.33 -2.43
C -1.26 1.82 -2.39
O -0.49 3.78 -1.21
H -3.10 3.82 -1.83
H -2.27 5.12 -2.67
H -2.88 3.73 -3.58
H -0.39 3.60 -3.23
H -1.92 1.53 -1.56
H -0.31 1.32 -2.23
H -1.70 1.44 -3.32
H -1.08 3.55 -0.50
C -0.80 -4.34 -0.48
C 0.08 -3.24 -1.04
C 1.19 -3.80 -1.91
O 0.65 -2.46 0.03
H -0.21 -5.01 0.15
H -1.59 -3.93 0.15
H -1.26 -4.93 -1.27
H -0.53 -2.55 -1.63
H 1.84 -4.45 -1.33
H 1.82 -3.00 -2.30
H 0.79 -4.37 -2.75
H 1.20 -3.06 0.56
C -9.03 2.75 2.60
C -10.42 2.13 2.71
C -10.45 1.03 3.76
O -10.80 1.60 1.44
H -8.29 2.00 2.30
H -9.02 3.53 1.84
H -8.72 3.19 3.55
H -11.14 2.90 2.96
H -9.76 0.23 3.50
H -11.44 0.59 3.82
H -10.18 1.41 4.75
H -10.17 0.91 1.21
C 5.95 -3.28 -2.83
C 5.17 -3.75 -1.61
C 6.09 -4.42 -0.60
O 4.14 -4.65 -2.01
H 6.42 -4.13 -3.33
H 5.29 -2.81 -3.56
H 6.73 -2.57 -2.56
H 4.67 -2.89 -1.15
H 6.56 -5.30 -1.04
H 5.52 -4.75 0.27
H 6.87 -3.74 -0.27
H 4.56 -5.41 -2.43
C -9.16 -4.01 0.93
C -8.69 -2.76 1.65
C -8.70 -2.96 3.16
O -9.52 -1.65 1.30
H -10.19 -4.26 1.21
H -9.16 -3.86 -0.15
H -8.53 -4.87 1.16
H -7.68 -2.51 1.32
H -9.71 -3.17 3.51
H -8.36 -2.05 3.66
H -8.05 -3.78 3.45
H -10.42 -1.85 1.58
C 7.46 -8.02 -3.21
C 8.33 -6.90 -3.77
C 9.43 -7.45 -4.66
O 8.89 -6.14 -2.70
H 8.06 -8.70 -2.60
H 6.68 -7.62 -2.57
H 7.00 -8.60 -4.01
H 7.71 -6.21 -4.34
H 10.09 -8.11 -4.09
H 10.05 -6.64 -5.05
H 9.03 -8.01 -5.50
H 9.44 -6.73 -2.18
C -3.14 10.05 3.77
C -1.67 9.84 3.44
C -0.80 10.91 4.07
O -1.49 9.82 2.03
H -3.48 11.01 3.38
H -3.76 9.28 3.32
H -3.31 10.04 4.85
H -1.36 8.85 3.80
H -1.07 11.90 3.68
H 0.25 10.74 3.81
H -0.90 10.92 5.15
H -1.76 10.68 1.68
C 8.07 -8.77 -9.65
C 8.94 -8.67 -8.40
C 10.33 -8.16 -8.73
O 9.03 -9.95 -7.77
H 8.51 -9.47 -10.36
H 7.08 -9.15 -9.40
H 7.97 -7.80 -10.14
H 8.46 -8.00 -7.68
H 10.84 -8.84 -9.41
H 10.94 -8.09 -7.82
H 10.29 -7.17 -9.19
H 9.45 -10.55 -8.38
*
```

| no. | HOMO level (eV) | LUMO (eV) | orbital gap (eV) |
| --- | --- | --- | --- |
| 1 | -10.60 | 0.40 | 11.0 |
| 2 | -6.21 | -0.12 | 6.1 |
| 3 | -10.83 | -3.04 | 7.8 |